{"formula": "C27H45F9N3O9S", "method": "the ωB97M-V functional and the def2-TZVPD basis", "e_homo_ev": -5.27, "e_lumo_ev": 1.7, "fmax_ev_per_a": 1.03, "multiplicity": 1, "total_charge": -1, "species": ["C", "C", "C", "C", "C", "C", "O", "O", "C", "C", "C", "C", "C", "C", "C", "F", "F", "C", "F", "F", "S", "F", "F", "F", "F", "F", "C", "C", "C", "O", "O", "C", "O", "O", "H", "H", "H", "H", "H", "H", "H", "H", "H", "H", "H", "H", "H", "H", "H", "H", "H", "H", "H", "H", "H", "H", "H", "H", "C", "C", "O", "N", "C", "H", "H", "H", "H", "H", "H", "H", "C", "C", "O", "N", "C", "H", "H", "H", "H", "H", "H", "H", "C", "C", "O", "N", "C", "H", "H", "H", "H", "H", "H", "H"], "coordinates": [[6.890324, -3.612926, -1.096066], [6.109541, -2.531720, -0.317701], [4.821685, -2.047850, -1.023242], [4.968131, -0.687818, -1.737875], [4.234575, 0.512857, -1.081669], [5.309981, 1.477450, -0.482461], [5.823698, 2.242147, -1.311584], [5.535144, 1.328250, 0.738468], [3.275740, 1.260670, -2.053997], [1.888321, 1.137456, -1.411243], [0.765436, 0.943330, -2.432254], [-0.631984, 0.933814, -1.796685], [-1.623549, 0.035892, -2.545010], [-2.918092, -0.074935, -1.725842], [-3.776477, -1.286328, -2.032493], [-3.371045, -1.873977, -3.194196], [-5.075764, -0.971142, -2.233223], [-3.724753, -2.470976, -1.029366], [-4.497506, -3.455791, -1.478648], [-2.480846, -2.914741, -0.985726], [-4.264486, -2.133843, 0.768265], [-5.719970, -2.709484, 0.497152], [-3.764012, -3.585976, 1.164785], [-2.834745, -1.533789, 1.098552], [-4.800393, -0.676981, 0.412085], [-4.679377, -1.889510, 2.270579], [1.641635, 2.380619, -0.501213], [1.135117, 2.093474, 0.927328], [0.350440, 3.261048, 1.467357], [0.814942, 4.239298, 1.986783], [-0.999873, 3.108669, 1.294621], [2.126759, -0.072899, -0.530411], [1.387517, -0.999014, -0.305967], [3.353524, 0.068698, 0.003648], [7.297887, -4.368576, -0.421124], [6.257787, -4.113838, -1.832454], [7.734534, -3.172900, -1.633857], [5.868444, -2.906819, 0.678978], [6.767570, -1.668510, -0.197297], [4.015617, -2.022589, -0.294564], [4.539987, -2.802356, -1.765819], [4.656370, -0.788610, -2.780853], [6.027208, -0.419922, -1.766437], [3.586274, 2.287766, -2.238664], [3.317712, 0.757847, -3.026194], [0.943722, -0.000991, -2.956318], [0.854294, 1.760898, -3.155871], [-0.543750, 0.532017, -0.785016], [-1.022181, 1.954062, -1.750769], [-1.859742, 0.491672, -3.509713], [-1.152075, -0.936913, -2.687444], [-3.551437, 0.790051, -1.939853], [-2.671293, -0.025710, -0.669940], [0.965798, 3.060549, -1.029039], [2.587744, 2.914416, -0.392556], [1.983948, 1.924657, 1.593809], [0.489749, 1.216138, 0.967863], [-1.443434, 3.527929, 2.054364], [5.500352, 1.069216, 5.866155], [5.169691, 1.228041, 4.387897], [4.017005, 1.413917, 4.034403], [6.205906, 1.150853, 3.521217], [7.595221, 0.931964, 3.849582], [4.572186, 1.155028, 6.423522], [5.947966, 0.094826, 6.068487], [6.189795, 1.845338, 6.202305], [6.000350, 1.253175, 2.527471], [8.208627, 1.766296, 3.500817], [7.964415, 0.022546, 3.368843], [7.733614, 0.831287, 4.921924], [-3.371870, 3.112259, 4.780678], [-3.744437, 4.271303, 3.885662], [-3.171463, 4.484790, 2.829566], [-4.752723, 5.084554, 4.296463], [-5.541364, 4.991233, 5.506454], [-2.557878, 2.567203, 4.312618], [-3.043210, 3.464291, 5.758931], [-4.217079, 2.436476, 4.916241], [-4.947899, 5.837567, 3.655530], [-6.600072, 4.867869, 5.270738], [-5.427876, 5.891640, 6.112918], [-5.221601, 4.139443, 6.097336], [-8.094000, -4.101383, -6.323112], [-7.109880, -5.187037, -5.943440], [-7.107452, -6.271947, -6.502460], [-6.227725, -4.903590, -4.952460], [-6.093841, -3.676255, -4.186160], [-8.721675, -4.483977, -7.121897], [-8.722228, -3.828479, -5.474515], [-7.575303, -3.208244, -6.672951], [-5.597125, -5.662010, -4.744541], [-5.100275, -3.247943, -4.319916], [-6.247753, -3.874995, -3.126685], [-6.830784, -2.949530, -4.511577]], "atomic_forces_ev_per_a": [[0.050, 0.217, 0.080], [0.025, -0.014, -0.287], [0.268, -0.209, -0.040], [-0.011, -0.190, 0.198], [0.061, 0.997, 0.266], [-0.286, -0.234, 0.402], [0.172, 0.079, -0.096], [0.256, 0.060, -0.160], [0.195, -0.470, -0.373], [0.029, 0.261, -0.249], [0.063, 0.065, 0.270], [0.098, -0.268, -0.234], [0.081, 0.420, 0.355], [-0.056, 0.271, -0.235], [0.331, -0.124, -0.009], [0.053, -0.093, -0.302], [-0.392, 0.146, 0.131], [-0.171, 0.354, 0.184], [-0.239, -0.329, -0.127], [0.570, -0.107, 0.143], [-0.008, 0.078, -0.014], [-0.018, 0.037, -0.032], [0.002, -0.032, -0.009], [-0.072, -0.003, -0.015], [0.065, -0.016, 0.045], [0.007, -0.002, 0.003], [0.274, 0.016, 0.110], [-0.162, 0.075, -0.009], [-0.107, 0.003, -0.065], [-0.034, -0.084, 0.120], [0.292, -0.508, 0.527], [-0.025, 0.155, 0.200], [0.021, 0.212, 0.128], [-0.029, -0.831, -0.523], [0.016, -0.012, -0.070], [0.007, -0.066, 0.088], [-0.071, -0.069, -0.058], [-0.007, 0.057, -0.042], [-0.081, -0.026, 0.320], [-0.041, 0.127, -0.071], [-0.049, 0.035, 0.058], [-0.092, 0.069, 0.064], [-0.051, -0.011, -0.136], [0.067, -0.032, 0.232], [-0.248, 0.010, 0.028], [-0.014, 0.056, -0.047], [-0.083, -0.143, -0.114], [-0.055, 0.167, -0.017], [-0.040, -0.058, 0.241], [0.115, -0.339, -0.149], [-0.125, -0.015, -0.094], [0.024, -0.021, 0.125], [-0.063, -0.108, 0.072], [-0.043, -0.079, 0.033], [-0.070, 0.007, -0.028], [-0.010, 0.010, -0.070], [0.036, 0.022, -0.079], [-0.276, 0.585, -0.482], [-0.064, 0.007, 0.015], [0.218, -0.043, -0.033], [-0.075, 0.014, 0.016], [0.037, 0.005, 0.105], [-0.107, 0.022, -0.068], [-0.021, 0.006, -0.031], [0.035, 0.017, 0.024], [0.029, -0.030, 0.019], [-0.374, 0.050, -0.220], [0.022, -0.003, 0.016], [0.024, -0.008, 0.019], [0.041, -0.008, 0.010], [0.034, 0.010, -0.054], [0.026, -0.046, 0.065], [0.120, -0.082, -0.020], [-0.018, -0.017, 0.002], [0.005, 0.093, -0.113], [0.001, 0.011, -0.016], [-0.026, -0.019, 0.018], [0.000, 0.006, 0.039], [0.011, 0.002, 0.001], [-0.004, -0.039, 0.029], [0.011, -0.025, 0.040], [-0.003, -0.006, 0.012], [-0.014, -0.042, -0.037], [-0.018, 0.017, -0.008], [-0.003, 0.006, 0.005], [-0.023, 0.038, -0.002], [0.050, -0.226, -0.108], [0.015, -0.027, 0.000], [0.015, 0.044, 0.000], [-0.016, 0.026, 0.034], [0.005, 0.007, -0.002], [-0.057, 0.040, 0.031], [-0.030, 0.078, 0.017], [0.004, 0.023, 0.004]]}


{"formula": "C27H46BiN8S", "method": "the ωB97M-V functional and the def2-TZVPD basis", "e_homo_ev": -16.66, "e_lumo_ev": -9.0, "relative_energy_kcal_mol": 10.5, "fmax_ev_per_a": 0.61, "multiplicity": 1, "total_charge": 3, "species": ["Bi", "C", "C", "N", "N", "C", "N", "S", "C", "C", "C", "C", "C", "N", "H", "H", "H", "H", "H", "H", "H", "H", "H", "H", "C", "C", "C", "C", "C", "C", "C", "C", "C", "C", "C", "C", "H", "H", "H", "H", "H", "H", "H", "H", "H", "H", "H", "H", "H", "H", "H", "H", "H", "H", "C", "C", "C", "C", "N", "N", "H", "H", "H", "H", "H", "H", "H", "H", "H", "H", "H", "H", "C", "N", "C", "C", "N", "H", "H", "H", "H", "H", "H"], "coordinates": [[0.013102, -0.069680, -0.535120], [2.067639, -1.818985, -4.401199], [1.516096, -1.631595, -3.030418], [0.321886, -1.282326, -2.750257], [-0.691527, -1.165026, -3.628221], [-1.943865, -1.283003, -3.119183], [-2.944661, -1.422130, -3.962532], [-2.245141, -1.260700, -1.424701], [2.280735, -2.006861, -1.814059], [3.536348, -2.587454, -1.888047], [4.079380, -3.183510, -0.756650], [3.342862, -3.200459, 0.414621], [2.126525, -2.537003, 0.434904], [1.614614, -1.932951, -0.635821], [1.552320, -1.189849, -5.126595], [3.126692, -1.573669, -4.435929], [1.964140, -2.859894, -4.722195], [-0.533665, -1.266239, -4.625385], [-2.829296, -1.497742, -4.963557], [-3.880796, -1.532377, -3.601429], [4.085416, -2.617563, -2.818225], [5.051796, -3.655756, -0.802630], [3.695550, -3.717893, 1.295821], [1.532611, -2.500981, 1.336740], [1.771238, 3.427702, 0.739373], [0.661882, 2.921425, -0.139887], [0.854822, 2.811647, -1.524582], [2.190480, 3.194293, -2.110905], [-0.226864, 2.449983, -2.361665], [-0.013551, 2.340092, -3.852413], [-1.513182, 2.305085, -1.811942], [-2.737771, 2.253963, -2.686112], [-1.696141, 2.335621, -0.406115], [-3.106622, 2.222856, 0.112370], [-0.597398, 2.631898, 0.434976], [-0.744591, 2.795876, 1.925718], [1.634378, 4.499589, 0.910140], [2.751599, 3.293076, 0.292637], [1.772508, 2.945043, 1.713524], [2.996041, 2.555443, -1.742980], [2.432695, 4.217594, -1.820639], [2.201484, 3.163523, -3.194333], [0.005394, 3.330676, -4.312874], [-0.805647, 1.773528, -4.331628], [0.935501, 1.855990, -4.081685], [-3.448567, 3.007038, -2.344686], [-3.249533, 1.290917, -2.633582], [-2.519250, 2.483478, -3.723583], [-3.644894, 1.410538, -0.377541], [-3.651352, 3.144651, -0.106073], [-3.165277, 2.085840, 1.187820], [-0.549087, 3.832778, 2.204879], [-0.021049, 2.175218, 2.455146], [-1.735851, 2.552094, 2.291242], [-2.550245, -1.443536, 3.884226], [-3.098752, -1.823837, 2.504304], [-4.580597, -1.470988, 2.419237], [-2.881687, -3.306416, 2.214422], [-2.447316, -1.027677, 1.421652], [-1.026025, -1.051658, 1.446280], [-3.178550, -1.876520, 4.661728], [-2.562900, -0.358402, 4.021904], [-1.536568, -1.817769, 4.051536], [-5.156261, -2.148382, 3.047138], [-4.943946, -1.562792, 1.394517], [-4.761561, -0.453654, 2.773858], [-3.454960, -3.898813, 2.926118], [-1.836201, -3.612267, 2.325322], [-3.224267, -3.556546, 1.209611], [-2.751450, -0.061366, 1.492634], [-0.762188, -2.035853, 1.467091], [-0.633568, -0.606696, 2.277259], [2.933485, -0.860142, 4.550207], [3.222287, -0.104165, 3.322337], [4.551062, 0.511205, 3.220263], [2.309931, 0.039630, 2.419818], [1.487150, 0.172675, 1.601723], [3.683208, -1.639722, 4.683383], [1.947769, -1.316499, 4.495688], [2.966424, -0.194774, 5.412875], [5.315066, -0.266051, 3.218453], [4.717417, 1.157527, 4.081336], [4.633059, 1.099684, 2.310586]], "atomic_forces_ev_per_a": [[-0.488, 0.126, 0.133], [-0.048, -0.119, -0.081], [-0.145, 0.052, -0.285], [0.184, 0.031, 0.461], [-0.171, 0.098, -0.577], [0.087, 0.087, 0.201], [-0.030, 0.003, -0.031], [-0.251, -0.114, -0.128], [0.319, -0.188, 0.297], [-0.098, 0.062, -0.123], [-0.014, -0.040, 0.171], [0.033, -0.022, -0.064], [0.050, 0.018, -0.104], [0.091, -0.105, -0.087], [0.064, 0.031, -0.005], [-0.015, 0.059, -0.034], [0.009, -0.006, 0.049], [0.067, -0.040, 0.013], [0.040, -0.027, -0.008], [-0.034, 0.051, 0.013], [-0.059, 0.007, -0.022], [-0.007, -0.008, -0.021], [0.002, 0.024, 0.004], [0.053, 0.046, 0.070], [0.009, -0.016, 0.021], [-0.027, -0.101, -0.025], [-0.026, -0.054, 0.072], [-0.030, 0.005, -0.004], [-0.095, -0.029, 0.066], [0.003, 0.012, 0.067], [0.173, -0.022, 0.047], [0.015, -0.014, 0.000], [0.122, 0.110, -0.040], [0.021, -0.047, 0.017], [-0.034, 0.038, -0.068], [-0.073, -0.024, -0.028], [0.038, -0.001, 0.021], [0.005, 0.006, -0.002], [-0.004, 0.024, 0.000], [0.019, 0.025, -0.016], [0.048, -0.013, 0.009], [0.009, -0.001, 0.011], [0.026, -0.027, -0.044], [0.012, -0.028, -0.036], [-0.016, 0.015, -0.026], [-0.037, -0.030, -0.016], [-0.027, -0.006, 0.000], [-0.022, -0.035, 0.015], [-0.026, 0.007, 0.030], [-0.012, -0.007, -0.002], [-0.017, -0.031, -0.020], [0.017, -0.011, 0.029], [0.003, 0.037, 0.052], [0.007, 0.007, 0.016], [-0.066, -0.030, -0.110], [0.066, -0.029, 0.191], [0.088, 0.008, -0.088], [-0.074, 0.108, -0.042], [-0.367, -0.051, -0.191], [0.156, 0.176, -0.129], [0.038, -0.011, 0.018], [-0.006, -0.003, 0.035], [0.010, 0.007, 0.007], [-0.018, 0.030, 0.022], [-0.012, -0.023, 0.021], [-0.023, 0.009, -0.036], [0.054, -0.039, 0.011], [0.005, -0.014, 0.000], [0.004, -0.014, 0.012], [0.130, 0.063, 0.027], [0.021, -0.041, 0.027], [0.063, -0.052, 0.075], [-0.004, -0.061, 0.217], [-0.045, -0.185, 0.200], [0.195, 0.119, -0.041], [0.013, 0.228, -0.234], [0.243, -0.068, 0.244], [-0.008, 0.011, -0.060], [0.005, 0.023, -0.055], [-0.005, 0.033, -0.047], [-0.053, -0.024, -0.027], [-0.064, 0.023, -0.019], [-0.066, -0.011, -0.015]]}